(1)
Here is a structure of composition C2H6N2OS in a non-equilibrium geometry from the Open Molecules 2025 dataset. Energies are from ωB97M-V with the def2-TZVPD basis set.

ORCA input file:
```
! RIJCOSX wB97M-V def2-TZVPD def2/J DEFGRID3
* xyz 0 1
C -1.145 -0.112 -2.164
C 1.077 -0.620 0.936
H -1.641 0.860 -2.680
H -0.197 -0.987 -2.767
H -2.185 -0.856 -2.051
H 1.898 -1.268 0.959
H 1.525 -0.060 2.796
H -0.375 1.881 1.561
N 0.474 -0.810 -0.160
N 1.189 0.413 1.936
O -0.130 1.002 2.266
S -0.490 0.556 -0.631
*
```

Properties
HOMO: -8.2 eV
orbital gap: 8.85 eV
energy above the lowest of the compared OMol25 structures with the same formula, charge and spin: 6.0455 eV

(2)
Here is a cluster of 2 separate species, C13H17N3O9S3 in total in a non-equilibrium geometry from the Open Molecules 2025 dataset. Energies are from ωB97M-V with the def2-TZVPD basis set.

ORCA input file:
```
! RIJCOSX wB97M-V def2-TZVPD def2/J DEFGRID3
* xyz 0 1
O -5.920 -4.290 -0.759
O -1.100 -2.362 -1.636
O -0.698 0.506 0.132
O -0.912 2.255 -1.536
O 8.744 1.782 0.882
O 7.699 3.457 2.315
N 2.422 1.891 0.619
O -4.934 0.119 -1.324
O -0.732 2.924 0.803
O 7.170 1.018 2.654
S 2.308 2.313 -1.967
C -5.417 -3.194 -0.573
C -2.017 -2.301 -0.827
C 1.588 1.986 -0.401
C 5.136 2.534 -1.730
C 6.258 2.495 -0.893
C 4.824 2.041 1.020
C 3.716 2.083 0.177
C 3.866 2.326 -1.184
C 6.099 2.249 0.482
N -1.779 -2.746 0.411
N -4.461 -2.778 -1.408
C -5.962 -2.335 0.552
C -2.672 -2.859 1.556
C -3.776 -0.408 -0.706
C -3.385 -1.767 -1.307
S -0.226 1.828 -0.306
S 7.526 2.199 1.584
H -4.881 1.078 -1.325
H -1.482 3.308 0.334
H 8.059 0.696 2.850
H 5.253 2.721 -2.794
H 7.252 2.653 -1.311
H 4.674 1.844 2.080
H -0.825 -3.045 0.548
H -4.346 -3.419 -2.177
H -6.724 -2.903 1.082
H -6.422 -1.447 0.126
H -5.187 -2.053 1.251
H -3.483 -3.552 1.331
H -2.118 -3.253 2.409
H -3.062 -1.880 1.830
H -3.929 -0.486 0.368
H -2.958 0.287 -0.883
H -3.188 -1.513 -2.349
*
```

Properties
HOMO: -9.3 eV
orbital gap: 7.91 eV
structure (SMILES): O=S(=O)(O)c1ccc2sc(S(=O)(=O)O)nc2c1.CNC(=O)[C@H](CO)NC(C)=O

(3)
Here is a cluster of 2 separate species, C2H5BrO2S in total from the Open Molecules 2025 dataset. Energies are from ωB97M-V with the def2-TZVPD basis set.

ORCA input file:
```
! RIJCOSX wB97M-V def2-TZVPD def2/J DEFGRID3
* xyz 0 1
C -2.062 -0.222 -0.166
C -1.033 -1.272 0.113
O 2.191 1.968 -0.169
O -0.045 -1.117 0.772
S 2.364 0.532 0.603
Br 4.094 -0.366 -0.374
H -2.886 -0.373 0.535
H -1.656 0.775 -0.007
H -2.456 -0.326 -1.174
H 2.762 2.657 0.203
H -1.273 -2.257 -0.336
*
```

Properties
HOMO: -8.6 eV
orbital gap: 8.96 eV
energy above the lowest of the compared OMol25 structures with the same formula, charge and spin: 0.3296 eV
structure (SMILES): CC=O.OSBr